The following is a quantum chemistry calculation of one molecule with the formula CH2N4S, from the Open Molecules 2025 dataset.

CARTESIAN COORDINATES (ANGSTROEM)
C  0.60  0.34  -0.06
H  2.28  -1.00  0.30
H  -2.21  -0.82  0.13
N  -0.14  1.43  0.06
N  -1.38  0.97  -0.15
N  -1.35  -0.40  -0.14
N  -0.09  -0.81  -0.03
S  2.30  0.29  -0.12

For the energy above the lowest of the compared OMol25 structures with the same formula, charge and spin, the calculation gives 17.33 kcal/mol. The HOMO-LUMO gap comes out at 9.98 eV. The value obtained for the total energy is -17863.0544 eV. The spin multiplicity is 1. Its SMILES is Sc1nn[nH]n1.

***

The following is a quantum chemistry calculation of a 12-piece molecular cluster, C38H93F3N3O15 overall, from the Open Molecules 2025 dataset.

CARTESIAN COORDINATES (ANGSTROEM)
C  -0.67  1.73  0.06
O  0.33  1.35  -0.86
O  -0.47  3.12  0.25
C  -2.02  1.12  -0.41
F  -3.09  1.50  0.32
F  -2.41  1.47  -1.66
F  -2.07  -0.25  -0.30
C  1.39  0.46  -0.38
C  2.09  -0.08  -1.63
H  1.47  -0.40  -2.46
H  2.78  0.70  -1.96
H  2.59  -1.03  -1.47
H  1.02  -0.36  0.24
H  2.08  0.96  0.29
H  -0.49  1.20  1.00
C  4.47  -2.59  6.08
C  3.83  -1.86  4.85
C  4.55  -2.19  3.56
C  4.01  -1.51  2.33
C  4.86  -1.70  1.06
C  6.15  -0.91  1.07
H  5.38  -2.04  6.33
H  4.77  -3.63  5.98
H  3.83  -2.47  6.96
H  2.78  -2.15  4.77
H  3.93  -0.80  5.10
H  4.49  -3.27  3.42
H  5.60  -1.95  3.74
H  2.96  -1.76  2.16
H  4.00  -0.44  2.55
H  5.06  -2.77  1.00
H  4.23  -1.51  0.19
H  6.88  -1.25  0.34
H  5.89  0.09  0.72
H  6.61  -0.66  2.02
C  -2.82  -5.81  -6.10
C  -3.60  -5.12  -5.00
C  -2.78  -4.46  -3.87
C  -2.34  -3.00  -3.99
C  -1.70  -2.44  -2.69
C  -0.25  -2.84  -2.47
H  -2.23  -5.04  -6.60
H  -3.43  -6.30  -6.87
H  -2.02  -6.48  -5.80
H  -4.15  -4.26  -5.39
H  -4.31  -5.78  -4.51
H  -1.95  -5.14  -3.73
H  -3.32  -4.58  -2.93
H  -1.74  -2.67  -4.84
H  -3.27  -2.48  -4.22
H  -1.61  -1.35  -2.67
H  -2.24  -2.73  -1.79
H  0.26  -2.45  -3.34
H  0.10  -2.44  -1.52
H  -0.21  -3.93  -2.48
C  0.11  -1.90  3.04
C  -1.14  -2.83  2.96
C  -0.72  -4.24  2.64
C  0.06  -4.43  1.32
C  0.37  -5.90  0.79
C  1.18  -6.66  1.84
H  0.69  -1.86  2.11
H  0.82  -2.23  3.79
H  -0.05  -0.85  3.29
H  -1.68  -2.71  3.90
H  -1.85  -2.50  2.20
H  -1.55  -4.94  2.54
H  -0.07  -4.58  3.45
H  -0.54  -4.00  0.52
H  0.97  -3.83  1.33
H  -0.53  -6.46  0.52
H  1.04  -5.79  -0.06
H  1.94  -6.04  2.32
H  0.48  -6.91  2.64
H  1.54  -7.65  1.54
C  -0.79  4.80  -2.68
C  0.23  5.80  -1.99
O  0.03  7.15  -2.45
O  -2.00  4.57  -2.06
H  -0.30  3.84  -2.86
H  -1.14  5.17  -3.65
H  1.22  5.46  -2.31
H  0.14  5.73  -0.91
H  0.30  7.23  -3.38
H  -1.71  4.37  -1.17
C  -2.99  4.67  2.91
C  -2.88  5.21  1.50
O  -1.54  5.72  1.27
O  -1.94  3.64  3.06
H  -3.97  4.19  2.94
H  -2.99  5.46  3.66
H  -3.68  5.96  1.42
H  -3.12  4.52  0.69
H  -0.96  4.97  1.10
H  -1.80  3.18  2.23
C  3.53  3.64  -1.16
C  3.11  4.55  -0.09
O  2.28  4.01  0.98
O  2.43  3.28  -2.06
H  3.88  2.73  -0.66
H  4.28  4.14  -1.77
H  2.56  5.38  -0.54
H  4.04  4.97  0.30
H  1.47  3.69  0.58
H  1.69  3.11  -1.47
C  -5.44  3.05  -2.93
C  -4.77  3.94  -3.94
O  -3.43  3.50  -4.16
O  -4.89  3.08  -1.67
H  -5.38  2.07  -3.40
H  -6.51  3.23  -2.79
H  -4.76  4.97  -3.58
H  -5.35  4.04  -4.85
H  -2.98  3.74  -3.34
H  -4.03  2.65  -1.74
C  -3.77  0.13  3.70
C  -3.16  0.54  5.05
O  -1.78  0.23  5.10
O  -5.13  0.46  3.63
H  -3.60  -0.94  3.55
H  -3.20  0.59  2.90
H  -3.67  0.01  5.86
H  -3.25  1.62  5.16
H  -1.47  1.00  5.58
H  -5.56  0.02  2.89
O  5.51  2.57  4.13
C  4.49  2.49  3.41
N  4.56  2.78  2.11
C  3.11  2.32  3.88
H  3.74  3.06  1.59
H  5.43  3.16  1.78
H  2.43  1.93  3.13
H  2.82  3.25  4.37
H  3.07  1.66  4.75
O  5.44  0.42  -5.48
C  4.93  -0.01  -4.45
N  3.77  -0.64  -4.61
C  5.65  0.09  -3.12
H  3.39  -0.68  -5.54
H  3.49  -1.36  -3.95
H  5.26  -0.50  -2.29
H  5.51  1.13  -2.81
H  6.71  0.02  -3.33
O  -6.40  -0.66  -2.98
C  -6.05  -1.03  -1.87
N  -6.55  -0.50  -0.76
C  -4.85  -1.98  -1.70
H  -7.31  0.13  -0.96
H  -6.16  -0.65  0.16
H  -4.50  -2.19  -0.68
H  -4.05  -1.45  -2.20
H  -5.01  -2.95  -2.18

The HOMO-LUMO gap comes out at 8.43 eV. The total charge is -1. The value obtained for the total energy is -84249.6708 eV. The spin multiplicity is 1.

***

The following is a quantum chemistry calculation of C26H41BrCoN6P2 as an isolated structure, from the Open Molecules 2025 dataset.

CARTESIAN COORDINATES (ANGSTROEM)
C  -2.03  2.77  -6.25
C  -2.84  3.56  -5.39
C  -3.73  4.49  -5.94
C  -3.66  4.73  -7.32
N  -2.79  4.08  -8.11
C  -2.03  3.09  -7.62
C  -2.60  3.52  -3.99
C  -1.67  2.86  -3.24
C  -0.49  2.14  -3.16
C  -0.47  0.77  -2.79
C  0.58  0.32  -2.01
C  1.57  1.21  -1.55
C  1.68  2.49  -2.13
C  0.68  2.93  -2.98
Co  -2.37  4.22  -2.39
P  -2.92  -0.35  -0.88
H  -4.39  5.08  -5.30
H  -1.33  2.01  -5.88
H  -4.30  5.48  -7.78
H  -1.37  2.54  -8.30
H  0.69  3.93  -3.41
H  -1.30  0.11  -3.06
H  2.52  3.14  -1.90
H  0.60  -0.72  -1.70
C  -2.30  -0.34  0.86
C  -3.32  -0.71  1.93
H  -1.87  0.66  1.03
H  -1.46  -1.07  0.88
H  -2.78  -0.86  2.87
H  -4.05  0.09  2.10
H  -3.84  -1.64  1.68
C  -4.74  -0.02  -0.85
C  -5.26  0.23  -2.27
H  -4.93  0.87  -0.23
H  -5.25  -0.87  -0.38
H  -6.32  0.49  -2.23
H  -4.74  1.07  -2.74
H  -5.17  -0.66  -2.91
C  -2.81  -2.16  -1.21
C  -3.92  -3.02  -0.65
H  -1.83  -2.48  -0.81
H  -2.76  -2.24  -2.31
H  -3.83  -4.03  -1.09
H  -3.84  -3.14  0.43
H  -4.91  -2.64  -0.91
Br  2.81  0.67  -0.36
P  -2.37  4.22  -0.41
C  -3.77  3.10  -0.13
C  -4.37  3.11  1.27
H  -3.38  2.10  -0.39
H  -4.53  3.34  -0.89
H  -5.14  2.33  1.32
H  -3.62  2.94  2.04
H  -4.86  4.07  1.44
C  -1.04  3.78  0.72
C  -0.34  4.94  1.46
H  -0.30  3.17  0.18
H  -1.57  3.12  1.42
H  0.54  4.54  2.00
H  0.01  5.73  0.79
H  -1.02  5.39  2.19
C  -1.27  5.83  -1.64
C  -2.25  6.57  -2.52
H  -0.36  5.45  -2.15
H  -1.06  6.29  -0.66
H  -2.96  5.85  -3.03
H  -2.85  7.29  -1.94
H  -1.70  7.13  -3.29
N  2.63  -3.08  -1.39
N  1.55  -3.36  -0.56
N  1.78  -3.89  0.66
C  0.65  -3.52  1.30
N  -0.17  -2.76  0.56
N  0.44  -2.61  -0.63
H  2.29  -2.66  -2.24
H  3.20  -3.91  -1.51
H  0.46  -3.80  2.33

For the energy above the lowest of the compared OMol25 structures with the same formula, charge and spin, the calculation gives 56.43 kcal/mol. The HOMO-LUMO gap (spin up / spin down) comes out at 7.57 / 4.52 eV. The total charge is +2. The value obtained for the total energy is -162789.9805 eV. The spin multiplicity is 4. The expectation value of S² is 3.828.

***

The following is a quantum chemistry calculation of one molecule with the formula C16H22N2O2, from the Open Molecules 2025 dataset.

CARTESIAN COORDINATES (ANGSTROEM)
O  2.42  0.87  -0.39
O  -2.43  -0.22  1.53
C  1.27  0.58  0.01
C  -1.32  -0.02  1.02
C  -0.14  -0.62  1.67
C  0.12  1.23  -0.55
C  1.10  -0.44  1.12
C  -1.16  0.95  -0.12
N  2.21  -1.07  1.64
N  -2.29  1.56  -0.69
C  2.73  -4.55  1.91
C  4.06  -3.78  2.03
C  -2.59  3.34  -3.93
C  -3.91  3.63  -3.19
C  1.64  -3.48  1.91
C  3.68  -2.60  2.92
C  -1.96  2.21  -3.08
C  -3.54  3.49  -1.70
C  2.23  -2.22  2.57
C  -2.20  2.71  -1.65
H  -0.33  -1.29  2.52
H  0.38  1.95  -1.31
H  3.10  -0.77  1.25
H  -3.15  1.44  -0.20
H  2.65  -5.25  2.74
H  2.68  -5.15  0.99
H  4.32  -3.36  1.04
H  4.84  -4.38  2.43
H  -1.95  4.21  -3.95
H  -2.82  3.01  -4.95
H  -4.30  4.65  -3.42
H  -4.67  2.87  -3.41
H  1.32  -3.29  0.91
H  0.74  -3.89  2.44
H  4.31  -1.74  2.76
H  3.75  -2.86  3.97
H  -2.42  1.26  -3.32
H  -0.90  2.15  -3.30
H  -3.44  4.49  -1.27
H  -4.35  2.94  -1.15
H  1.72  -1.94  3.51
H  -1.38  3.38  -1.35

For the energy above the lowest of the compared OMol25 structures with the same formula, charge and spin, the calculation gives 53.10 kcal/mol. The HOMO-LUMO gap comes out at 7.41 eV. The value obtained for the total energy is -24023.8752 eV. The spin multiplicity is 1. Its SMILES is O=C1C=C(NC2CCCC2)C(=O)C=C1NC1CCCC1.

***

The following is a quantum chemistry calculation of one molecule with the formula C5H10N2O, from the Open Molecules 2025 dataset.

CARTESIAN COORDINATES (ANGSTROEM)
C  -0.32  -0.72  -0.13
C  -1.80  -0.70  -0.59
C  -1.12  0.61  -0.34
C  0.93  1.34  0.08
C  0.99  -0.10  -0.60
H  0.75  -0.94  1.57
H  -0.67  -1.78  1.56
H  -2.37  -1.22  0.20
H  -2.15  -0.87  -1.63
H  -0.98  0.94  -1.39
H  -0.67  1.49  1.52
H  1.22  2.15  -0.64
H  1.67  1.41  0.88
H  1.01  0.03  -1.70
H  2.06  -1.64  -0.42
N  -0.24  -0.87  1.31
N  -0.49  1.59  0.51
O  2.18  -0.73  -0.18

For the energy above the lowest of the compared OMol25 structures with the same formula, charge and spin, the calculation gives 102.54 kcal/mol. The HOMO-LUMO gap comes out at 8.64 eV. The value obtained for the total energy is -10370.8586 eV. The spin multiplicity is 1. Its SMILES is N[C@@]12C[C@H]1NC[C@H]2O.